Entry from the OMol25 dataset: a structure of composition C49H55BrIN7O3STi in a non-equilibrium geometry (ωB97M-V/def2-TZVPD).

Geometry as XYZ:
```
118
Properties=species:S:1:pos:R:3:forces:R:3
Ti -0.28669 -0.12536 -0.17935 1.7 -2.4 -1.3
O -1.39632 4.96674 -2.05155 0.0 0.1 -0.2
C -2.41131 4.51598 -1.27047 -0.1 -0.2 0.2
C -3.63771 5.15811 -1.44812 0.0 0.1 -0.1
C -4.74239 4.78862 -0.71232 0.1 0.0 0.0
C -4.64834 3.76308 0.22402 0.0 -0.1 0.1
C -3.43492 3.13834 0.40871 0.0 0.0 0.0
C -2.30370 3.48962 -0.32999 0.1 -0.2 -0.2
C -1.00783 2.75819 -0.04632 -0.2 1.2 0.6
O -1.12837 1.38229 -0.13502 -0.5 1.4 0.3
N -0.51009 3.12310 1.29941 0.1 -0.1 -0.3
N -0.38356 2.15973 2.24050 0.0 -0.1 0.3
C -0.04350 2.52834 3.41760 -0.1 0.1 -0.4
C 0.24402 1.60539 4.50128 0.0 -0.3 0.1
Br -0.27853 -0.19975 4.17110 0.0 0.1 -0.1
C 0.83498 2.03071 5.62748 -0.1 0.0 -0.3
C 1.33008 1.36821 6.82399 0.1 -0.1 0.3
C 1.59942 -0.00017 6.93517 0.0 0.0 0.0
C 2.11632 -0.51714 8.11043 0.0 0.0 0.0
C 2.37904 0.31449 9.18961 0.0 0.0 0.0
C 2.11717 1.67379 9.09557 0.0 0.0 0.0
C 1.60394 2.19476 7.92362 -0.1 -0.1 -0.1
H -0.54679 4.57649 -1.83606 0.0 -0.1 0.1
H -3.68593 5.95766 -2.17488 0.0 0.0 0.0
H -5.67900 5.31072 -0.84889 0.0 0.0 -0.1
H -5.50825 3.46980 0.80963 0.0 0.0 0.0
H -3.33507 2.37449 1.17253 0.0 0.1 0.1
H -0.23106 3.08447 -0.75852 -0.1 -0.3 0.0
H -0.72267 4.06257 1.61028 -0.2 0.0 -0.1
H 0.10790 3.58557 3.64940 0.0 0.0 0.0
H 0.97704 3.10934 5.65097 0.0 0.0 0.0
H 1.43053 -0.66390 6.10194 0.0 0.0 0.0
H 2.32171 -1.57675 8.18536 0.0 0.0 0.0
H 2.79263 -0.09602 10.10067 0.0 0.0 0.0
H 2.32453 2.32717 9.93181 0.0 0.0 0.0
H 1.39697 3.25554 7.85123 0.0 0.0 0.0
C 3.76783 -3.95732 -0.62256 0.2 0.1 0.2
N 2.56234 -4.16741 -1.39964 -0.4 0.1 -0.1
C 2.38840 -5.04819 -2.45071 0.0 -0.1 -0.1
C 1.11072 -4.94052 -2.86687 0.0 0.0 -0.1
N 0.51296 -3.99452 -2.05833 0.2 -0.1 0.1
C 1.40550 -3.51718 -1.16954 -0.4 -0.1 -0.3
S 1.17469 -2.35701 0.03691 0.4 0.0 0.7
H 4.57275 -4.56103 -1.03131 -0.1 0.0 -0.1
H 3.58966 -4.23494 0.41556 0.0 0.0 0.0
H 4.04460 -2.90334 -0.64736 0.0 0.0 -0.1
H 3.18653 -5.67287 -2.80942 0.0 0.0 0.0
H 0.58621 -5.44140 -3.65985 0.0 0.0 0.0
H -0.43930 -3.66955 -2.10348 0.0 0.0 0.0
I -4.02108 -4.15396 2.74580 0.2 0.3 -0.1
C -3.13647 -2.46349 1.93584 -0.1 -0.3 0.0
C -3.63701 -1.17097 1.95972 0.1 -0.1 0.0
N -2.76752 -0.40652 1.29746 -0.5 0.0 0.3
N -1.72482 -1.11985 0.84118 -0.2 -0.1 0.4
C -1.94228 -2.38311 1.22465 -0.3 -0.2 0.4
H -4.53602 -0.78339 2.40856 0.0 0.1 0.0
H -2.78968 0.58830 1.13722 0.0 0.1 0.0
H -1.24189 -3.17161 1.01211 0.1 0.1 -0.1
C 2.61236 2.30911 1.31427 -0.1 0.1 -0.2
C 2.44146 0.82215 1.29401 0.2 0.6 0.0
O 1.43361 0.33463 0.75361 0.2 0.0 0.6
C 3.47355 0.03150 1.97152 -0.1 -0.4 0.0
C 4.80364 0.47560 1.99340 -0.1 0.1 -0.1
C 5.77219 -0.25312 2.65535 0.1 0.0 0.0
C 5.43104 -1.41739 3.33279 -0.1 0.0 0.0
C 4.11667 -1.86325 3.32370 0.0 0.0 0.0
C 3.14730 -1.15264 2.64010 0.0 0.1 -0.1
H 1.75011 2.80059 0.86884 0.1 0.0 0.0
H 3.51384 2.61688 0.78415 0.0 -0.1 0.1
H 2.72557 2.63007 2.35120 0.0 0.0 0.0
H 5.09378 1.37564 1.46874 0.0 0.0 0.0
H 6.79781 0.08912 2.64783 0.0 0.0 0.0
H 6.18810 -1.96995 3.87291 0.0 0.0 0.0
H 3.84372 -2.76458 3.85682 0.0 0.0 0.0
H 2.12619 -1.49098 2.65310 -0.2 0.0 0.0
C 2.96089 -1.94826 -5.08700 0.0 0.0 0.0
C 2.38172 -1.07971 -4.00637 -0.1 -0.1 0.0
C 3.11244 -0.00494 -3.50224 -0.1 0.1 0.1
C 2.55547 0.86629 -2.57975 0.2 0.0 0.0
C 3.32219 2.05878 -2.07893 0.0 -0.1 -0.1
C 1.25179 0.63115 -2.15610 -0.5 -0.2 -0.2
C 0.51173 -0.49004 -2.57911 0.6 0.4 0.0
C 1.10687 -1.33398 -3.51920 0.0 -0.2 0.0
N -0.71225 -0.69540 -1.91957 -0.4 0.1 -0.3
C -2.01020 -0.77334 -2.67252 -0.5 0.2 0.0
C -2.80786 0.52151 -2.40661 0.1 -0.2 -0.1
C -4.15257 0.51453 -3.12968 -0.1 0.1 0.0
C -3.93294 0.37845 -4.63403 0.1 0.0 0.1
C -3.17655 -0.91954 -4.90529 -0.1 -0.1 -0.1
C -4.00999 -2.10494 -4.41652 0.0 0.1 0.1
C -4.22390 -1.96649 -2.90835 -0.1 -0.2 0.0
C -4.97817 -0.66667 -2.61658 0.1 0.0 0.0
C -2.86416 -1.96044 -2.19252 0.0 0.1 0.0
C -1.82020 -0.91922 -4.19051 0.0 0.0 0.1
H 4.02421 -1.75506 -5.21345 0.0 0.0 0.0
H 2.47071 -1.74008 -6.03987 0.0 0.0 0.0
H 2.81966 -3.00741 -4.87040 0.0 0.0 0.0
H 4.11508 0.17455 -3.87129 0.0 0.0 0.0
H 3.64217 2.69297 -2.90568 0.0 0.0 0.0
H 4.22196 1.73325 -1.55340 0.0 0.0 0.0
H 2.71296 2.65874 -1.40307 0.1 0.0 0.0
H 0.73065 1.39555 -1.58006 0.2 0.1 -0.1
H 0.57523 -2.19307 -3.89786 0.0 0.0 0.0
H -2.20867 1.38309 -2.71934 0.0 0.0 0.1
H -2.99472 0.60124 -1.33682 0.0 0.1 0.1
H -4.66817 1.45413 -2.91281 0.0 0.0 0.0
H -3.36640 1.23396 -5.01130 0.0 0.0 0.0
H -4.89424 0.35888 -5.15156 0.0 0.1 0.0
H -2.99764 -1.01963 -5.97819 0.0 0.0 0.0
H -3.50439 -3.04876 -4.64194 0.0 0.0 0.0
H -4.97371 -2.12048 -4.92948 0.0 0.0 0.0
H -4.80801 -2.81547 -2.54365 0.0 0.0 0.0
H -5.15104 -0.56408 -1.53969 0.0 0.0 0.0
H -5.95169 -0.68785 -3.11048 0.0 0.0 0.0
H -2.34880 -2.90649 -2.40349 0.0 0.0 0.0
H -3.03039 -1.89636 -1.11701 0.0 0.0 0.0
H -1.19282 -0.10937 -4.57138 0.0 0.0 0.0
H -1.32759 -1.86769 -4.41606 0.0 0.0 0.0
```
Forces are in eV/Å.

Results
Total charge: +2
2S+1: 1
HOMO energy, eV: -12.06
ΔE to the lowest compared entry with this formula, charge and spin, kcal/mol: 0.0
Maximum force, eV/A: 3.193

Entry from the OMol25 dataset: a structure of composition C49H56AsN2O5SW (ωB97M-V/def2-TZVPD).

Geometry as XYZ:
```
115
Properties=species:S:1:pos:R:3:forces:R:3
W -0.36590 0.36704 -0.11231 -0.2 0.0 0.3
O 0.29680 -1.44856 -0.21101 0.5 0.0 -0.2
C 1.29362 -2.21802 0.44611 -0.3 0.0 0.0
C 2.39921 -1.31425 0.98564 0.0 0.1 0.1
C 1.91455 -0.23187 1.91352 0.3 0.0 0.1
C 2.77552 0.22793 2.90913 0.0 -0.1 -0.2
C 2.28338 1.03692 3.90762 0.0 0.1 0.2
C 0.90874 1.19203 3.99598 -0.1 0.0 0.0
C 0.09820 0.66937 3.00584 -0.2 0.1 0.1
C -1.34018 0.36301 3.35635 0.1 0.0 0.0
C -2.43848 0.47190 2.28031 -0.1 -0.1 -0.1
O -1.81512 0.65850 1.02838 0.5 0.1 -0.5
C -3.32005 -0.76841 2.18020 0.0 0.0 0.1
C -3.68930 -1.48504 3.31380 0.0 0.0 0.0
C -4.58723 -2.53999 3.22034 0.0 0.0 0.0
C -5.11301 -2.89777 1.98735 0.0 0.0 0.0
C -4.74737 -2.18439 0.85422 0.0 0.0 0.0
C -3.86552 -1.11729 0.94904 0.0 -0.1 0.0
C -3.30692 1.70228 2.57281 -0.1 0.0 0.0
C -4.57931 1.61289 3.12677 0.0 0.0 0.0
C -5.28708 2.76473 3.44928 0.0 0.0 0.0
C -4.74034 4.01740 3.22103 0.0 0.0 0.0
C -3.47273 4.11287 2.66451 0.0 0.0 0.0
C -2.77109 2.96139 2.34773 0.0 0.0 0.2
N 0.63349 0.16766 1.86646 0.0 -0.2 0.3
C 0.68767 -3.04497 1.58201 0.0 0.0 0.0
C -0.67475 -3.04530 1.83508 0.0 -0.1 0.1
C -1.19948 -3.83957 2.85148 0.0 0.0 0.0
C -0.36801 -4.63051 3.62527 0.0 0.0 0.0
C 0.99869 -4.64062 3.37025 0.0 0.0 0.0
C 1.51793 -3.86028 2.35200 0.0 0.0 0.0
C 1.84334 -3.17598 -0.61588 0.1 -0.1 0.1
C 0.92985 -3.83008 -1.44045 0.0 0.0 0.0
C 1.36647 -4.69761 -2.42601 0.0 0.0 0.0
C 2.72645 -4.93047 -2.60331 0.0 0.0 0.0
C 3.64040 -4.29425 -1.78059 0.0 0.0 0.0
C 3.19918 -3.42397 -0.78688 0.0 0.0 0.0
H 3.00334 -0.94221 0.16720 0.0 0.1 -0.1
H 3.07290 -1.91833 1.59519 0.0 0.0 0.0
H 3.80779 -0.09802 2.89878 0.0 0.0 0.0
H 2.93494 1.44461 4.67025 0.0 0.0 0.0
H 0.45095 1.64661 4.86394 0.0 0.0 0.0
H -1.60876 0.95756 4.22755 0.0 0.0 0.0
H -1.27657 -0.67769 3.69300 0.0 0.0 0.0
H -3.29763 -1.21488 4.28788 0.0 0.0 0.0
H -4.87223 -3.08297 4.11287 0.0 0.0 0.0
H -5.80992 -3.72261 1.91170 0.0 0.0 0.0
H -5.15988 -2.44922 -0.11122 0.0 0.0 0.0
H -3.60896 -0.54786 0.06737 0.0 0.1 -0.1
H -5.04067 0.65168 3.30380 0.0 0.0 0.0
H -6.27817 2.67503 3.87527 0.0 0.0 0.0
H -5.29875 4.91097 3.46813 0.0 0.0 0.0
H -3.03329 5.08441 2.47307 0.0 0.0 0.0
H -1.78776 3.03506 1.91632 0.1 0.0 0.0
H -1.33964 -2.44444 1.23335 0.0 0.0 0.0
H -2.26773 -3.83707 3.02575 0.1 0.0 0.0
H -0.77880 -5.24831 4.41367 0.0 0.0 0.0
H 1.65805 -5.26880 3.95575 0.0 0.0 0.0
H 2.58092 -3.91604 2.14178 0.0 0.0 0.0
H -0.12828 -3.64388 -1.30854 0.0 0.0 0.0
H 0.64480 -5.20009 -3.05805 0.0 0.0 0.0
H 3.06759 -5.61247 -3.37125 0.0 0.0 0.0
H 4.70069 -4.47820 -1.90129 0.0 0.0 0.0
H 3.93797 -2.94543 -0.15491 0.0 0.0 0.0
O -3.15504 0.80779 -3.23232 -0.4 0.1 -0.2
C -2.16447 0.59558 -2.57745 0.5 -0.2 -0.3
O -2.00975 0.79549 -1.31753 -0.5 0.3 0.2
C -0.91326 0.03074 -3.19522 -0.4 0.2 -0.1
C -0.85276 -0.37484 -4.51439 0.1 0.0 -0.1
C 0.30555 -0.98694 -4.95892 -0.2 0.0 -0.3
C 1.33765 -1.18229 -4.06023 0.2 0.0 0.3
C 1.19035 -0.73331 -2.76020 0.1 -0.1 -0.2
N 0.09173 -0.10321 -2.33832 0.1 -0.2 0.4
H -1.72261 -0.21983 -5.13715 0.0 0.0 0.0
H 0.38907 -1.33380 -5.98108 0.0 0.0 0.0
H 2.24415 -1.70488 -4.33661 0.0 0.0 0.0
H 1.96306 -0.91361 -2.03059 0.0 0.0 0.0
C 4.80335 1.12378 -3.42162 0.0 0.0 0.0
C 3.57366 1.72622 -2.75652 0.0 0.0 0.0
S 3.44909 1.09403 -1.06838 -0.1 -0.2 0.0
O 2.00228 1.19850 -0.61446 -0.1 0.0 0.1
C 4.32798 2.34065 -0.06748 0.0 0.0 0.0
C 4.83930 3.59992 -0.74497 0.0 0.0 0.0
H 4.85638 1.45468 -4.45839 0.0 0.0 0.0
H 4.76264 0.03385 -3.41026 0.0 0.0 0.0
H 5.72865 1.42925 -2.93005 0.0 0.0 0.0
H 2.64963 1.38764 -3.22756 0.0 0.0 0.0
H 3.58100 2.81244 -2.76999 0.0 0.0 0.0
H 5.13342 1.79252 0.42253 0.0 0.0 -0.1
H 3.57946 2.56821 0.69287 0.1 0.0 0.0
H 5.47810 3.38628 -1.60160 0.0 0.0 0.0
H 5.43828 4.15964 -0.02670 0.0 0.0 0.0
H 4.02394 4.24759 -1.06867 0.0 0.0 0.0
C 0.81853 5.17941 -2.17190 0.0 0.1 -0.1
C 0.88030 3.65835 -1.97345 0.0 0.0 -0.1
As -0.11645 2.98606 -0.43892 -0.1 -0.2 0.0
C 0.92887 3.96551 0.91091 0.2 0.1 -0.1
C 0.28785 4.53540 2.16692 -0.1 0.0 0.0
C -1.84321 3.87631 -0.65444 -0.1 0.0 0.0
C -2.31730 3.94311 -2.10751 0.1 0.0 0.0
H 1.81105 5.62712 -2.10378 0.0 0.0 0.0
H 0.19422 5.68672 -1.43470 0.0 0.0 0.0
H 0.41836 5.43430 -3.15165 0.0 0.0 0.0
H 1.90077 3.34796 -1.77453 -0.1 0.0 0.0
H 0.55082 3.11033 -2.85601 0.0 0.0 0.0
H 1.39442 4.77785 0.34799 0.0 0.0 0.0
H 1.72377 3.26754 1.18102 0.0 0.0 0.0
H -0.57347 5.16586 1.94000 0.0 0.0 0.0
H 1.01189 5.15787 2.69587 0.0 0.0 0.0
H -0.03718 3.76084 2.85709 0.0 -0.1 0.0
H -1.78392 4.87020 -0.20768 0.0 0.0 0.0
H -2.55034 3.29656 -0.06603 0.1 0.0 -0.1
H -1.94150 4.82632 -2.61944 0.1 0.1 0.0
H -3.40561 3.97569 -2.13986 0.0 0.0 0.0
H -2.02282 3.07192 -2.69132 0.0 0.0 0.0
```
Forces are in eV/Å.

Results
Total charge: +1
2S+1: 1
HOMO energy, eV: -9.20
ΔE to the lowest compared entry with this formula, charge and spin, kcal/mol: 0.0
Maximum force, eV/A: 0.659

Q: Which E_LUMO values were calculated for the entries above? A: -0.2134; -0.0883, in Ha.
Q: Which gap between HOMO and LUMO values were calculated for the entries above? A: 6.25; 6.80, in eV.